Below is a 7-piece molecular cluster, C36H64N2O16PS overall, with properties calculated with ωB97M-V with the def2-TZVPD basis set.

Computed properties:
* HOMO level: -4.282 eV
* E_tot: -94235.921 eV
* strongest force on any atom: 0.78 eV/Å
* charge: -1

Bonds (Å) are listed after each position.
CARTESIAN COORDINATES (ANGSTROEM)
1 C -0.20 2.98 1.82  C2 1.536, H21 1.093, H22 1.096, H23 1.096
2 C -1.47 2.29 2.33  C1 1.536, S3 1.818, H24 1.093, H25 1.097
3 S -1.23 0.84 3.41  C2 1.818, C4 1.804
4 C -1.93 -0.45 2.37  S3 1.804, P5 1.927, H26 1.099, H27 1.093
5 P -0.94 -0.87 0.77  C4 1.927, N6 1.831, O7 1.757, C8 1.968, C13 1.938, H28 1.440
6 N -1.92 -2.41 0.64  P5 1.831, H29 1.013, H30 1.013
7 O -2.13 0.02 -0.17  P5 1.757, H31 0.966
8 C 0.51 -1.65 1.84  P5 1.968, C9 1.509, H32 1.095, H33 1.098
9 C 0.79 -3.13 1.69  C8 1.509, O10 1.500, H34 1.091, H35 1.094
10 O 2.26 -3.45 1.75  C9 1.500, C11 1.331
11 C 2.87 -3.64 0.58  O10 1.331, O12 1.196, H36 1.106
12 O 2.69 -4.56 -0.15  C11 1.196
13 C 0.02 -1.34 -0.85  P5 1.938, C14 1.526, H37 1.098, H38 1.095
14 C 1.16 -0.37 -1.13  C13 1.526, N15 1.470, H39 1.097, H40 1.109
15 N 0.78 0.69 -2.09  C14 1.470, C16 1.466, C18 1.417
16 C 0.91 0.32 -3.50  N15 1.466, C17 1.531, H41 1.103, H42 1.096
17 C -0.40 0.44 -4.28  C16 1.531, H43 1.093, H44 1.094, H45 1.096
18 C 1.33 1.97 -1.82  N15 1.417, C19 1.518, O20 1.204
19 C 2.80 2.07 -1.45  C18 1.518, H46 1.097, H47 1.090, H48 1.087
20 O 0.67 2.96 -1.99  C18 1.204
21 H 0.00 2.70 0.79  C1 1.093
22 H -0.31 4.07 1.86  C1 1.096
23 H 0.66 2.70 2.43  C1 1.096
24 H -2.10 1.95 1.50  C2 1.093
25 H -2.07 3.00 2.93  C2 1.097
26 H -2.03 -1.32 3.04  C4 1.099
27 H -2.94 -0.15 2.08  C4 1.093
28 H -0.24 0.38 0.84  P5 1.440
29 H -1.56 -3.08 -0.03  N6 1.013
30 H -2.07 -2.89 1.52  N6 1.013
31 H -2.69 -0.62 -0.64  O7 0.966
32 H 0.31 -1.45 2.90  C8 1.095
33 H 1.43 -1.10 1.61  C8 1.098
34 H 0.45 -3.56 0.74  C9 1.091
35 H 0.39 -3.72 2.51  C9 1.094
36 H 3.53 -2.80 0.31  C11 1.106
37 H -0.69 -1.31 -1.69  C13 1.098
38 H 0.43 -2.36 -0.81  C13 1.095
39 H 1.45 0.13 -0.20  C14 1.097
40 H 2.05 -0.90 -1.51  C14 1.109
41 H 1.70 0.92 -3.99  C16 1.103
42 H 1.27 -0.72 -3.51  C16 1.096
43 H -0.99 -0.48 -4.18  C17 1.093
44 H -1.00 1.26 -3.86  C17 1.094
45 H -0.22 0.64 -5.34  C17 1.096
46 H 3.39 1.79 -2.33  C19 1.097
47 H 3.09 1.43 -0.62  C19 1.090
48 H 2.97 3.12 -1.22  C19 1.087
49 O -2.13 -8.32 4.11  C50 1.200
50 C -1.07 -8.05 3.62  O49 1.200, O51 1.348, C54 1.519
51 O -0.96 -7.69 2.32  C50 1.348, C52 1.441
52 C 0.43 -7.51 1.97  O51 1.441, C53 1.523, H55 1.093, H56 1.087
53 C 1.15 -7.26 3.29  C52 1.523, C54 1.527, H57 1.088, H58 1.091
54 C 0.30 -8.07 4.27  C50 1.519, C53 1.527, H59 1.092, H60 1.087
55 H 0.77 -8.43 1.48  C52 1.093
56 H 0.51 -6.69 1.27  C52 1.087
57 H 2.20 -7.54 3.25  C53 1.088
58 H 1.09 -6.20 3.54  C53 1.091
59 H 0.62 -9.11 4.34  C54 1.092
60 H 0.24 -7.64 5.26  C54 1.087
61 O 3.64 5.23 -1.54  C62 1.198
62 C 3.06 5.72 -2.47  O61 1.198, O63 1.355, C66 1.511
63 O 3.30 5.30 -3.74  C62 1.355, C64 1.436
64 C 2.52 6.07 -4.67  O63 1.436, C65 1.522, H67 1.093, H68 1.088
65 C 1.38 6.64 -3.85  C64 1.522, C66 1.525, H69 1.088, H70 1.092
66 C 2.01 6.81 -2.47  C62 1.511, C65 1.525, H71 1.092, H72 1.086
67 H 3.16 6.85 -5.09  C64 1.093
68 H 2.21 5.40 -5.47  C64 1.088
69 H 0.96 7.56 -4.27  C65 1.088
70 H 0.57 5.91 -3.77  C65 1.092
71 H 2.53 7.76 -2.33  C66 1.092
72 H 1.33 6.67 -1.64  C66 1.086
73 O 1.85 8.67 0.43  C74 1.199
74 C 2.81 8.05 0.82  O73 1.199, O75 1.356, C78 1.515
75 O 3.99 8.06 0.15  C74 1.356, C76 1.446
76 C 4.92 7.14 0.77  O75 1.446, C77 1.525, H79 1.090, H80 1.088
77 C 4.43 6.99 2.20  C76 1.525, C78 1.523, H81 1.088, H82 1.092
78 C 2.92 7.15 2.03  C74 1.515, C77 1.523, H83 1.093, H84 1.087
79 H 4.87 6.20 0.22  C76 1.090
80 H 5.91 7.57 0.68  C76 1.088
81 H 4.73 6.04 2.64  C77 1.088
82 H 4.82 7.80 2.82  C77 1.092
83 H 2.43 6.21 1.79  C78 1.093
84 H 2.41 7.61 2.88  C78 1.087
85 O -2.27 6.88 -6.43  C86 1.198
86 C -2.23 5.76 -6.01  O85 1.198, O87 1.354, C90 1.518
87 O -1.66 4.75 -6.72  C86 1.354, C88 1.443
88 C -1.82 3.49 -6.03  O87 1.443, C89 1.523, H91 1.092, H92 1.087
89 C -2.04 3.86 -4.57  C88 1.523, C90 1.528, H93 1.087, H94 1.091
90 C -2.75 5.21 -4.70  C86 1.518, C89 1.528, H95 1.092, H96 1.087
91 H -2.68 2.98 -6.46  C88 1.092
92 H -0.92 2.90 -6.21  C88 1.087
93 H -2.59 3.11 -4.02  C89 1.087
94 H -1.07 4.00 -4.08  C89 1.091
95 H -3.83 5.10 -4.79  C90 1.092
96 H -2.53 5.90 -3.89  C90 1.087
97 O 0.15 -3.89 6.55  C98 1.194
98 C -0.64 -4.65 7.02  O97 1.194, O99 1.357, C102 1.520
99 O -1.39 -5.47 6.25  C98 1.357, C100 1.437
100 C -2.31 -6.24 7.05  O99 1.437, C101 1.527, H103 1.092, H104 1.088
101 C -1.70 -6.23 8.45  C100 1.527, C102 1.525, H105 1.088, H106 1.091
102 C -0.99 -4.89 8.48  C98 1.520, C101 1.525, H107 1.092, H108 1.087
103 H -3.28 -5.74 7.02  C100 1.092
104 H -2.40 -7.22 6.60  C100 1.088
105 H -2.45 -6.36 9.23  C101 1.088
106 H -0.98 -7.04 8.54  C101 1.091
107 H -1.64 -4.07 8.80  C102 1.092
108 H -0.08 -4.86 9.08  C102 1.087
109 O -3.03 -1.48 -3.08  C110 1.193
110 C -3.32 -2.63 -3.23  O109 1.193, O111 1.366, C114 1.516
111 O -3.85 -3.10 -4.40  C110 1.366, C112 1.434
112 C -4.20 -4.48 -4.26  O111 1.434, C113 1.526, H115 1.093, H116 1.088
113 C -3.33 -5.01 -3.12  C112 1.526, C114 1.524, H117 1.088, H118 1.091
114 C -3.19 -3.77 -2.24  C110 1.516, C113 1.524, H119 1.092, H120 1.086
115 H -5.26 -4.55 -4.03  C112 1.093
116 H -4.01 -4.96 -5.22  C112 1.088
117 H -3.77 -5.87 -2.62  C113 1.088
118 H -2.35 -5.30 -3.51  C113 1.091
119 H -4.00 -3.67 -1.51  C114 1.092
120 H -2.25 -3.69 -1.71  C114 1.086

Löwdin atomic charge list, values in e, 99 entries: C -0.173; C -0.557; S 0.771; C -0.623; P 0.509; N -0.114; O -0.340; C -0.258; C -0.204; O -0.070; C -0.402; O 0.065; C -0.243; C -0.254; N -0.084; C -0.216; C -0.064; C -0.485; C 0.016; O 0.088; H 0.042; H 0.056; H 0.055; H 0.055; H 0.048; H 0.022; H 0.030; H 0.016; H -0.018; H 0.016; H -0.004; H 0.047; H 0.074; H 0.075; H 0.109; H 0.139; H 0.063; H 0.053; H 0.078; H 0.111; H 0.113; H 0.114; H 0.051; H 0.064; H 0.061; H 0.092; H 0.076; H 0.051; O 0.102; C -0.489; O 0.030; C -0.141; C -0.140; C -0.074; H 0.124; H 0.123; H 0.116; H 0.116; H 0.128; H 0.112; O 0.096; C -0.467; O 0.027; C -0.148; C -0.139; C -0.065; H 0.124; H 0.123; H 0.119; H 0.106; H 0.129; H 0.130; O 0.108; C -0.493; O 0.011; C -0.149; C -0.149; C -0.071; H 0.105; H 0.122; H 0.116; H 0.114; H 0.135; H 0.124; O 0.104; C -0.496; O 0.014; C -0.150; C -0.150; C -0.073; H 0.127; H 0.112; H 0.119; H 0.100; H 0.129; H 0.124; O 0.131; C -0.488; O 0.011